Here is C5H6O3 as an isolated structure from OMol25. Energies are from wB97M-V/def2-TZVPD.

The geometry in XYZ format:
```
14
Properties=species:S:1:pos:R:3:lowdin_charge:R:1
C -0.14 -0.34 1.23 -0.256
C -0.72 -1.00 -0.12 -0.205
C 1.08 -0.17 0.12 -0.142
C 0.54 0.77 -0.88 -0.321
C -0.93 0.36 -0.91 -0.092
H -0.09 1.69 1.46 0.230
H -0.16 -1.37 1.78 0.176
H -1.59 -1.62 -0.08 0.136
H 2.03 -0.22 0.55 0.133
H 1.22 0.78 -2.01 0.229
H -1.21 0.11 -2.04 0.174
O -0.24 0.73 2.05 -0.040
O 0.57 -1.39 -0.52 -0.042
O -0.37 1.68 -0.62 0.022
```

Values from the calculation:
ΔE to the lowest compared entry with this formula, charge and spin (kcal/mol): 157.3
HOMO-LUMO gap (eV): 9.973
HOMO energy (eV): -9.270
2S+1: 1
E_tot (Ha): -419.58868